This record from OMol25 describes the molecule C4H8N2O2S. The level of theory is wB97M-V/def2-TZVPD.

Each atom is followed by the atoms it is bonded to, with distances in Å.
Cartesian coordinates (Å):
1 C 1.3632 -0.5456 -1.3667  C2 1.560, H10 1.133, H11 1.108, H12 1.033
2 C 0.5241 0.4913 -0.5589  C1 1.560, C3 1.498, C4 1.356
3 C 0.2491 1.8132 -1.2087  C2 1.498, H13 1.067, H14 1.054, H15 1.052
4 C -0.0631 -0.0695 0.5276  C2 1.356, S5 1.658, N7 1.470
5 S 0.2262 -1.6766 0.8147  C4 1.658, N6 1.781
6 N -0.7597 -2.4302 2.0918  S5 1.781, H16 0.969, H17 0.988
7 N -0.9874 0.7925 1.2774  C4 1.470, O8 1.205, O9 1.221
8 O -0.7342 1.9426 1.5310  N7 1.205
9 O -2.0134 0.1888 1.5501  N7 1.221
10 H 0.5739 -1.0740 -1.9850  C1 1.133
11 H 1.9473 -0.0208 -2.1481  C1 1.108
12 H 1.9853 -1.1574 -0.8144  C1 1.033
13 H -0.7400 2.1437 -0.9807  C3 1.067
14 H 0.9539 2.5026 -0.8370  C3 1.054
15 H 0.1415 1.6867 -2.2479  C3 1.052
16 H -1.5259 -2.8569 1.6791  N6 0.969
17 H -1.1409 -1.7303 2.6757  N6 0.988

## Properties
ΔE to the lowest compared entry with this formula, charge and spin   487.35 kJ/mol
Calculated total energy   -815.2214 Eh
Gap between HOMO and LUMO   8.248 eV
HOMO energy   -8.333 eV
Lowest unoccupied orbital energy   -0.09 eV
SMILES   CC(C)=C(SN)[N+](=O)[O-]
Charge   0

Charges per atom according to Löwdin partitioning, unit e:
1 C -0.110
2 C -0.293
3 C -0.032
4 C -0.527
5 S 1.010
6 N -0.239
7 N -0.387
8 O 0.106
9 O 0.047
10 H 0.113
11 H 0.087
12 H 0.010
13 H 0.072
14 H 0.082
15 H 0.073
16 H -0.011
17 H -0.001